Below is the molecule C3H4N2OS at a distorted geometry, with properties calculated with ωB97M-V/def2-TZVPD.

Last column: natural (NBO) charge in e.
Geometry (Å):
O -2.23 -0.95 -0.01  -0.501
N -1.04 -0.29 0.00  0.130
C -0.90 1.05 -0.01  -0.068
C 0.45 1.26 0.00  -0.352
C 1.02 -0.01 0.00  -0.018
S 2.75 -0.40 0.00  0.029
N 0.09 -0.97 0.00  -0.328
H -1.93 -1.89 0.00  0.493
H -1.77 1.71 0.04  0.237
H 0.98 2.21 -0.04  0.238
H 2.58 -1.72 0.00  0.141

Calculated values
**HOMO level**: -8.3 eV
**E_LUMO**: 0.940 eV
**Spin multiplicity**: 1
**Relative energy (zero: lowest compared OMol25 entry of this formula, charge and spin)**: 2.652 eV
**Calculated total energy**: -19036.3968 eV
**Gap between HOMO and LUMO**: 9.24 eV